--- a ---
100
Properties=species:S:1:pos:R:3:mulliken_charge:R:1 method="wB97M-V/def2-TZVPD" gap_ev=9.333 smiles=OCCO.OCCO.OCCO.OCCO.OCCO.OCCO.OCCO.OCCO.OCCO.OCCO homo_energy_ev=-9.1075
O 45.7050 16.2430 38.9840 -0.48
C 44.7550 17.2920 38.6780 -0.74
C 43.3750 16.9810 38.8330 0.56
O 42.5150 18.0950 38.8680 -0.59
H 45.2960 15.3990 39.3310 0.28
H 45.1890 18.1320 39.1300 0.32
H 44.9040 17.4950 37.5080 0.17
H 43.1430 16.6100 39.9330 -0.29
H 42.9730 16.2310 38.2300 0.53
H 41.6140 17.8970 38.6880 0.31
O 42.9380 10.8750 46.6140 -0.50
C 44.2350 11.3600 46.6020 -0.10
C 44.0550 12.8650 46.2430 -0.40
O 45.3080 13.3940 45.8000 -0.41
H 42.9190 9.9550 46.8210 0.31
H 44.7420 11.4990 47.6580 0.25
H 45.0430 10.8330 45.8830 0.09
H 43.6730 13.4570 46.9860 0.62
H 43.5400 12.9160 45.3150 -0.02
H 45.8400 13.2040 46.5040 0.25
O 41.2810 20.7330 46.1750 -0.57
C 41.9500 19.5080 45.6260 -1.11
C 41.5770 18.3230 46.5730 -0.32
O 42.0270 17.1230 46.0250 -0.35
H 41.9310 21.4730 46.0900 0.33
H 41.7700 19.4160 44.7140 0.75
H 42.9400 19.7140 45.3880 0.50
H 40.4390 18.1830 46.5160 0.32
H 42.0860 18.6100 47.5320 0.28
H 41.9590 16.4880 46.6440 0.18
O 42.2590 12.7510 40.6070 -0.56
C 42.3790 12.0750 41.7330 0.42
C 42.4280 10.5370 41.4970 -0.36
O 41.2340 10.3060 40.9690 -0.49
H 41.3460 12.7650 40.3520 0.33
H 43.2380 12.2900 42.0940 -0.20
H 41.6070 12.1900 42.5010 0.22
H 42.7920 9.8410 42.4020 0.30
H 43.2830 10.2500 40.7270 0.10
H 41.1680 9.4130 40.9540 0.35
O 45.0070 21.9260 41.8050 -0.57
C 43.9930 21.2110 42.3750 -1.17
C 43.5580 20.0780 41.3420 0.16
O 42.5640 19.3020 41.9980 -0.34
H 45.7860 21.8460 42.4250 0.37
H 44.3980 20.8770 43.3600 0.07
H 43.1710 21.4450 42.6410 0.89
H 44.4760 19.5580 41.0360 0.05
H 43.0310 20.5510 40.5320 0.46
H 42.3390 18.7030 41.1750 -0.04
O 46.0280 9.0440 42.1130 -0.56
C 46.7180 10.3820 41.9080 -0.18
C 46.2720 11.2690 43.1630 0.17
O 47.0970 12.5180 43.1560 -0.56
H 45.9140 8.7400 41.1870 0.31
H 47.7660 10.2090 41.9540 0.37
H 46.4170 11.0120 41.0430 -0.01
H 46.5940 10.6950 44.0640 0.24
H 45.2030 11.4700 43.2820 -0.07
H 46.4350 13.1240 43.2520 0.17
O 44.9040 13.4890 39.7160 -0.09
C 45.2160 12.5470 38.8150 -1.30
C 44.4890 12.9100 37.4510 -0.71
O 44.9420 11.9180 36.4900 -0.59
H 44.0980 13.4940 40.2740 0.00
H 46.2420 12.6710 38.4900 0.45
H 44.8820 11.7060 38.9210 1.06
H 44.9760 13.8460 37.0550 0.21
H 43.5100 13.0930 37.6440 0.54
H 45.9390 11.8820 36.4670 0.32
O 44.0630 14.5630 43.0230 0.24
C 43.2000 15.5000 43.6860 -0.01
C 41.8530 15.5760 43.0420 0.79
O 41.1000 16.5610 43.6350 -0.63
H 44.7440 14.3300 43.6560 -0.24
H 42.7590 15.4300 44.6810 0.04
H 43.7440 16.5470 43.6940 -0.19
H 41.3460 14.5870 43.1770 -0.20
H 42.0040 15.8580 41.9280 -0.24
H 41.4280 16.8690 44.5200 0.38
O 39.5970 17.6940 38.7200 -0.61
C 39.0150 17.0620 39.7690 -0.24
C 39.2500 18.0680 41.0480 0.58
O 39.0130 17.3190 42.1800 -0.61
H 39.4700 17.1150 37.8220 0.34
H 37.8500 16.9870 39.6510 0.28
H 39.4530 16.1210 40.0490 0.14
H 38.6850 19.0010 41.2010 0.28
H 40.2890 18.3030 40.9910 -0.56
H 39.8270 16.9080 42.6880 0.46
O 46.8530 17.5210 45.1610 -0.56
C 46.6190 18.0090 43.9180 -0.02
C 46.8200 16.8450 42.9740 -0.32
O 46.3850 17.1070 41.6080 -0.50
H 47.9010 17.4350 45.2260 0.34
H 45.5440 18.4640 44.0790 -0.19
H 47.5730 18.5970 43.7120 0.40
H 46.2500 15.8180 43.0790 -0.20
H 47.7140 16.6250 42.7660 0.87
H 45.6370 16.8180 41.3470 0.23

---

--- b ---
100
Properties=species:S:1:pos:R:3:mulliken_charge:R:1 method="wB97M-V/def2-TZVPD" gap_ev=9.568 smiles=OCCO.OCCO.OCCO.OCCO.OCCO.OCCO.OCCO.OCCO.OCCO.OCCO homo_energy_ev=-9.5387
O -2.2469 3.1143 -1.7741 -0.47
C -2.8225 4.0001 -0.7681 0.58
C -4.3055 3.9039 -0.8560 -0.69
O -4.8343 4.3040 -2.1135 -0.60
H -1.2881 3.1615 -1.7703 0.21
H -2.5424 3.6765 0.2343 -0.22
H -2.5052 5.0376 -0.8731 0.28
H -4.6011 4.5029 0.0053 0.35
H -4.7017 2.8965 -0.7286 0.28
H -4.4916 3.6899 -2.7670 0.34
O 1.3647 -5.1929 -3.4277 -0.53
C 1.3112 -4.8808 -4.9179 -0.41
C 2.0667 -3.6449 -5.2822 -0.43
O 1.4312 -2.4563 -4.9591 -0.32
H 0.9107 -4.5274 -2.9056 0.28
H 1.8674 -5.6980 -5.3773 0.36
H 0.3273 -4.9025 -5.3865 0.27
H 2.3212 -3.6488 -6.3420 0.39
H 3.0098 -3.6032 -4.7373 0.16
H 0.7657 -2.3027 -5.6337 0.22
O 3.4804 -3.3938 0.4101 -0.59
C 3.9486 -3.0562 -0.9825 0.16
C 5.4756 -3.2689 -1.1616 -0.64
O 6.1319 -2.3667 -0.2714 -0.52
H 2.5463 -3.1728 0.3966 0.32
H 3.4823 -3.5710 -1.8224 0.21
H 3.8004 -1.9797 -1.0675 0.06
H 5.7294 -3.1192 -2.2110 0.32
H 5.6138 -4.3293 -0.9506 0.35
H 7.0610 -2.5542 -0.1193 0.29
O 1.3642 7.0549 2.9580 -0.54
C 0.5366 6.2604 2.0718 -0.37
C 1.2132 4.8748 1.8621 0.18
O 2.5704 5.0630 1.5057 -0.53
H 0.6917 7.6051 3.3662 0.32
H -0.4942 6.1682 2.4140 0.23
H 0.3429 6.6516 1.0731 0.32
H 0.6898 4.3963 1.0344 -0.08
H 1.0756 4.2564 2.7491 0.15
H 2.9509 5.7011 2.1137 0.34
O 3.2350 0.7647 -2.2258 -0.57
C 2.3895 -0.2058 -2.9182 0.62
C 1.4329 0.7377 -3.6702 -0.45
O 0.8278 1.6088 -2.6989 -0.57
H 2.8137 1.6271 -2.2476 0.37
H 3.0363 -0.8180 -3.5465 0.36
H 1.8786 -0.7796 -2.1450 -0.38
H 0.6464 0.1523 -4.1464 0.05
H 1.8515 1.4275 -4.4030 0.38
H 0.9056 1.1124 -1.8809 0.31
O -2.7817 -0.8846 3.3971 -0.39
C -3.9624 -1.5885 2.9081 -0.75
C -4.9895 -0.5063 2.5373 -0.05
O -4.5124 0.1842 1.3518 -0.50
H -2.8166 -0.8264 4.3547 0.26
H -3.6478 -2.1611 2.0356 0.24
H -4.3986 -2.3002 3.6091 0.43
H -5.0288 0.2929 3.2774 0.22
H -5.9397 -1.0308 2.4362 0.32
H -3.5650 0.0349 1.3102 0.26
O 0.5626 -2.1370 -0.4368 -0.45
C -0.1958 -1.0012 -0.1108 -0.08
C 0.5200 0.0344 0.8387 0.11
O 1.0096 1.0964 0.0801 -0.50
H 0.1209 -2.5341 -1.1910 0.17
H -0.6163 -0.6148 -1.0393 0.32
H -1.1121 -1.3091 0.3929 0.36
H 1.3829 -0.4626 1.2819 0.10
H -0.0372 0.5399 1.6275 -0.23
H 0.4514 1.8570 0.2579 0.12
O -4.4210 2.7101 3.0463 -0.51
C -3.5924 3.7797 2.9168 0.37
C -2.2598 3.4718 3.4161 -0.70
O -1.5145 2.7015 2.5208 -0.09
H -4.5041 2.2334 2.2171 0.28
H -3.6979 4.0516 1.8665 -0.51
H -4.0806 4.5941 3.4521 0.36
H -2.3266 3.1548 4.4569 0.48
H -1.6398 4.3644 3.4997 0.18
H -1.4020 1.9159 3.0609 0.07
O -2.0355 -1.6051 -4.0624 -0.46
C -3.0216 -2.1544 -3.2002 -0.43
C -2.6207 -3.5503 -2.5782 -0.65
O -1.3643 -3.5047 -1.9644 -0.39
H -2.3011 -0.6988 -4.2346 0.29
H -3.2898 -1.4017 -2.4588 0.28
H -3.9689 -2.3466 -3.7038 0.37
H -2.7437 -4.2655 -3.3916 0.30
H -3.3595 -3.9881 -1.9069 0.40
H -1.3751 -4.0547 -1.1776 0.23
O 4.7804 -2.6650 5.7262 -0.56
C 3.4579 -2.1353 5.5990 -0.50
C 3.2211 -2.3363 4.1575 0.06
O 4.3016 -1.8353 3.3282 -0.56
H 5.2398 -2.2372 4.9999 0.32
H 2.6856 -2.6657 6.1561 0.28
H 3.6898 -1.1288 5.9473 0.29
H 2.3538 -1.7967 3.7769 0.16
H 2.9723 -3.3930 4.0598 0.27
H 4.1095 -2.1733 2.4505 0.25

---

Which structure wins on stability? b wins.

---

--- a ---
13
Properties=species:S:1:pos:R:3:mulliken_charge:R:1 method="wB97M-V/def2-TZVPD" gap_ev=10.731 smiles=COC.N homo_energy_ev=-9.8667
C -0.1338 0.8171 -1.0743 -0.71
O -0.2537 0.6652 0.3041 -0.37
C 0.7614 0.7859 1.2494 -0.67
H -1.0946 0.6511 -1.5426 0.26
H 0.2724 1.8360 -1.2568 0.32
H 0.6514 0.2436 -1.5890 0.32
H 1.3559 1.6873 1.0884 0.28
H 0.3288 0.8598 2.2405 0.22
H 1.5446 0.0083 1.1289 0.30
N -1.0927 -2.1534 -0.0032 -0.80
H -1.4794 -1.2221 -0.1648 0.32
H -0.5991 -2.3727 -0.8669 0.25
H -0.2612 -1.8061 0.4862 0.27

---

--- b ---
13
Properties=species:S:1:pos:R:3:mulliken_charge:R:1 method="wB97M-V/def2-TZVPD" gap_ev=9.555 smiles=CNC.O homo_energy_ev=-8.8805
C 0.0000 0.0000 0.0000 -0.83
N -0.4049 0.8216 1.0671 -0.32
C 0.4902 1.8806 1.3030 -0.83
H 0.0137 0.6102 -0.9188 0.30
H -0.7690 -0.7832 -0.1092 0.30
H 0.9835 -0.4861 0.1142 0.31
H -0.4074 0.3635 1.9874 0.24
H 0.5109 2.1378 2.3754 0.34
H 0.1307 2.7570 0.7379 0.24
H 1.5181 1.6491 0.9768 0.27
O -1.7085 -0.5230 4.9521 -0.65
H -2.4067 -0.6364 4.2680 0.33
H -0.9948 -1.1449 4.6836 0.32

---

--- c ---
13
Properties=species:S:1:pos:R:3:mulliken_charge:R:1 method="wB97M-V/def2-TZVPD" gap_ev=9.972 smiles=CCN.O homo_energy_ev=-9.0864
C 0.0000 0.0000 0.0000 -0.97
C 0.2436 -1.5394 -0.0369 -0.24
N -0.9803 -2.3163 0.0022 -0.61
H -0.0945 0.3488 1.0421 0.24
H -0.9495 0.1986 -0.5250 0.28
H 0.8015 0.5760 -0.4925 0.30
H 0.6250 -1.9076 -1.0087 0.26
H 0.9842 -1.8108 0.7399 0.30
H -0.8671 -3.1331 0.6126 0.21
H -1.2476 -2.6835 -0.9178 0.24
O 1.5671 4.8541 2.0462 -0.65
H 0.9719 4.1432 2.3757 0.32
H 2.0334 5.1792 2.8494 0.33

---

Which structure wins on stability? c wins.

---

--- a ---
8
Properties=species:S:1:pos:R:3:mulliken_charge:R:1 method="wB97M-V/def2-TZVPD" gap_ev=11.191 smiles="N=S(=N)=O.F" homo_energy_ev=-11.4162
N 2.1970 -0.5446 -0.2991 -0.45
S 0.8289 -1.0036 0.1335 0.73
N -0.3746 -0.0732 -0.0053 -0.44
O 0.7151 -2.3021 0.7210 -0.44
H 2.2183 0.3894 -0.6739 0.28
H -1.2308 -0.4669 0.3603 0.31
F -2.5452 2.2786 -0.0229 -0.41
H -1.8086 1.7224 -0.2136 0.42

---

--- b ---
8
Properties=species:S:1:pos:R:3:mulliken_charge:R:1 method="wB97M-V/def2-TZVPD" gap_ev="6.920 / 8.935" homo_energy_ev="-7.8167 / -8.5449"
N 1.6992 1.6137 1.3153 -0.22
N 2.1470 0.9543 0.2599 -0.04
O 3.3054 0.4733 0.5542 -0.08
F -1.1302 -0.5742 -0.9288 -0.39
S 3.8487 -0.6433 -0.3958 -0.17
H 2.2309 1.7126 2.1768 0.25
H 0.8782 2.1849 1.0740 0.26
H -0.9682 -0.8572 -1.7650 0.39

---

Which structure wins on stability? a wins.

---

--- a ---
13
Properties=species:S:1:pos:R:3:mulliken_charge:R:1 method="wB97M-V/def2-TZVPD" gap_ev=9.168 homo_energy_ev=-8.3269
C -0.4197 -0.5289 -0.7827 -0.50
C 0.8325 -0.3671 -0.0168 -0.20
C 0.5165 0.9920 0.8042 -0.48
C -1.0472 0.8441 -0.5501 -0.28
P 1.8662 1.2272 -0.3067 -0.11
S -2.7064 0.7401 0.0628 -0.22
H -0.2901 -0.7248 -1.8656 0.21
H -1.0981 -1.2705 -0.2958 0.30
H 1.2438 -1.3204 0.4116 0.38
H 0.2400 0.7658 1.7743 0.42
H -0.8194 1.5585 -1.3537 0.37
H 2.9250 1.0755 0.4941 -0.01
H -2.6088 -0.2183 1.0313 0.12

---

--- b ---
13
Properties=species:S:1:pos:R:3:mulliken_charge:R:1 method="wB97M-V/def2-TZVPD" gap_ev="7.871 / 7.901" homo_energy_ev="-8.2733 / -8.2846"
C 0.3597 0.8787 0.4686 -0.45
C 0.8379 -0.5117 0.1281 -0.87
C -1.1379 0.9982 0.1971 -0.36
C -1.7006 -0.7488 -1.2119 -0.41
P -0.0028 -1.3998 -1.3375 -0.04
S -1.8123 1.0477 -1.3794 -0.13
H 0.6956 1.2556 1.3772 0.45
H 0.6626 1.7369 -0.2827 0.21
H 1.8917 -0.4382 -0.1365 0.35
H 0.8205 -1.2396 0.8740 0.45
H -1.9250 0.7318 0.9753 0.35
H -2.5067 -1.3858 -0.7314 0.41
H 0.4124 -0.3600 -2.1479 0.02

---

--- c ---
13
Properties=species:S:1:pos:R:3:mulliken_charge:R:1 method="wB97M-V/def2-TZVPD" gap_ev="6.428 / 6.431" homo_energy_ev="-8.1810 / -8.1836"
C 1.1187 0.2619 1.1363 -0.41
C 0.2444 -0.6009 1.5911 -0.27
C 1.0145 0.5223 -0.3626 -0.48
C 0.0673 -0.5413 -0.9140 -0.58
P -0.8694 -1.4031 0.4322 0.09
S -3.2469 0.4427 -0.2759 -0.43
H 1.7610 0.7718 1.6973 0.49
H 0.2711 -0.9375 2.6797 0.31
H 0.5720 1.5163 -0.6032 0.24
H 1.9987 0.6353 -0.7380 0.37
H -0.6485 -0.0835 -1.6804 0.26
H 0.7017 -1.3510 -1.3757 0.34
H -2.9847 0.7670 -1.5867 0.07

---

Which structure wins on stability? c wins.

---

--- a ---
13
Properties=species:S:1:pos:R:3:mulliken_charge:R:1 method="wB97M-V/def2-TZVPD" gap_ev=9.889 smiles="CO[P@@H](C)=N" homo_energy_ev=-9.0872
C 1.8039 -0.2224 0.0346 -0.63
O 0.6569 -1.0469 0.5225 -0.32
P -0.7857 -0.4992 0.2751 0.63
C -0.8465 1.1848 -0.2690 -1.17
N -1.7370 -1.3832 -0.5263 -0.72
H 2.3272 0.3638 0.9113 0.22
H 2.5357 -0.8770 -0.4330 0.22
H 1.3635 0.3814 -0.7314 0.37
H -1.1324 0.0247 1.5701 0.00
H -1.0411 1.1415 -1.2896 0.33
H -1.5769 1.6656 0.2588 0.45
H 0.1142 1.5718 -0.1002 0.37
H -1.6817 -2.3048 -0.2228 0.24

---

--- b ---
13
Properties=species:S:1:pos:R:3:mulliken_charge:R:1 method="wB97M-V/def2-TZVPD" gap_ev="9.026 / 8.230" homo_energy_ev="-9.7767 / -8.3956"
C -2.2175 -0.9478 -0.2178 -0.59
C 2.4562 0.6924 -0.4263 -0.84
N -1.6682 0.3502 -0.0747 -0.48
O 1.3702 -1.8635 -0.2418 -0.51
P 1.2291 -0.4985 0.2673 0.40
H -2.5370 -1.3058 0.7594 0.25
H -3.0796 -0.9419 -0.8981 0.32
H -1.5118 -1.6805 -0.6458 0.24
H 2.1546 1.7141 -0.2164 0.32
H 3.4196 0.4912 0.0488 0.30
H 2.5448 0.5452 -1.5034 0.27
H -1.4395 0.7284 -0.9970 0.26
H 1.4161 -0.4224 1.6700 0.07

---

Which structure wins on stability? a wins.

---

--- a ---
19
Properties=species:S:1:pos:R:3:mulliken_charge:R:1 method="wB97M-V/def2-TZVPD" multiplicity=2 gap_ev="6.856 / 5.625" total_charge=-1 homo_energy_ev="-3.9656 / -3.7643"
O 2.2174 0.8851 2.5354 -1.08
C 2.0800 -1.5915 0.8765 -0.88
O -1.0142 -2.5822 -0.7099 -1.01
C 0.9131 -1.0397 0.4266 0.25
C -1.8356 1.9548 -2.0799 0.08
C -1.0209 2.1532 -1.1273 -0.59
C -2.0956 0.6231 -1.5084 -0.57
N 0.5078 0.1836 0.6850 -0.01
H 2.3044 -2.6443 0.8834 0.30
H 2.6575 -1.0297 1.5978 0.32
H -1.3775 -0.1798 -1.6209 0.23
H -1.0951 3.0794 -0.4392 0.25
H -0.1517 0.7848 0.2111 0.12
H 0.1061 -1.7421 -0.0413 0.41
H -2.4093 0.4465 -0.4543 0.31
H -2.3160 2.1881 -3.0178 0.35
H -0.8778 -3.4522 -1.0957 0.13
H 2.4734 1.3120 3.3491 0.13
H 0.9340 0.6510 1.5298 0.23

---

--- b ---
19
Properties=species:S:1:pos:R:3:mulliken_charge:R:1 method="wB97M-V/def2-TZVPD" multiplicity=2 gap_ev="2.888 / 6.851" total_charge=-1 homo_energy_ev="0.6296 / -3.3573"
C -0.4508 0.9028 0.5544 -0.73
C 0.0908 2.2524 0.9222 -0.44
O -0.3373 3.2419 0.0197 -0.55
C 0.3521 0.2853 -0.7298 -0.64
N 1.0460 -0.9084 -0.2403 -0.51
C 0.4143 -2.1810 -0.6684 -0.75
C -0.7083 -2.4086 0.3078 -0.42
O -1.8710 -2.7873 0.0168 -0.71
H -1.5330 0.8773 0.3808 0.36
H -0.3223 0.2225 1.4021 0.30
H -0.0700 2.5499 1.9837 0.28
H 1.1770 2.3449 0.9670 0.31
H -0.9506 2.8785 -0.6490 0.34
H -0.4468 0.0632 -1.4312 0.18
H 1.0025 1.0764 -1.1187 0.50
H 2.0107 -0.9592 -0.5748 0.48
H 0.0082 -2.2361 -1.7088 0.22
H 1.1864 -2.9918 -0.8048 0.35
H -0.5980 -2.2225 1.3712 0.45

---

Which structure wins on stability? b wins.